62
Properties=species:S:1:pos:R:3:mulliken_spin:R:1 method="wB97M-V/def2-TZVPD" total_energy_ha=-2776.001968 e_lumo_ev="-11.3 / -11.2" charge=+3 s_squared=6.01 spin_multiplicity=5 e_homo_ev="-14.43 / -14.43"
Pm -1.06 1.36 -0.01 4.0564
P -3.41 0.32 1.31 -0.0162
P 0.12 2.36 2.43 -0.0097
P 0.01 -1.06 0.73 -0.0156
H -0.01 2.14 -2.53 0.0001
C -0.24 1.08 -2.43 0.0051
C -1.53 0.60 -2.47 -0.0101
H -2.40 1.26 -2.64 0.0008
C -4.95 1.32 1.21 -0.0019
C -3.44 -0.04 3.12 -0.0008
C -4.05 -1.27 0.67 -0.0012
C 1.79 3.05 2.09 -0.0009
C -0.69 3.80 3.25 -0.0004
C 0.44 1.29 3.89 -0.0006
C -0.21 -2.28 -0.62 0.0018
C -0.36 -2.04 2.21 -0.0004
C 1.82 -0.82 0.84 -0.0005
H 0.63 0.41 -2.44 0.0002
H -1.77 -0.48 -2.50 -0.0006
H -5.13 1.62 0.17 0.0003
H -4.86 2.23 1.83 0.0002
H -5.81 0.73 1.57 -0.0001
H -3.29 0.89 3.68 0.0003
H -2.65 -0.75 3.38 0.0001
H -4.41 -0.47 3.39 -0.0003
H -4.25 -1.17 -0.41 0.0003
H -4.98 -1.54 1.18 -0.0006
H -3.30 -2.06 0.81 0.0002
H 2.27 3.45 2.99 -0.0002
H 1.70 3.85 1.35 0.0001
H 2.42 2.26 1.66 -0.0002
H -0.11 4.16 4.11 -0.0001
H -1.69 3.51 3.60 0.0001
H -0.80 4.63 2.53 0.0002
H 0.91 1.84 4.71 -0.0002
H 1.10 0.45 3.61 0.0000
H -0.50 0.86 4.25 -0.0001
H 0.44 -3.15 -0.43 -0.0002
H 0.05 -1.85 -1.59 -0.0002
H -1.25 -2.61 -0.67 -0.0002
H 0.31 -2.91 2.26 0.0002
H -1.40 -2.39 2.18 0.0000
H -0.23 -1.44 3.11 -0.0001
H 2.33 -1.78 0.95 -0.0005
H 2.08 -0.17 1.69 -0.0007
H 2.20 -0.32 -0.07 0.0004
C 3.80 -2.34 -3.49 0.0000
C 5.19 -2.12 -3.59 0.0000
C 5.80 -2.08 -4.86 0.0000
C 5.04 -2.32 -6.01 0.0000
C 3.68 -2.66 -5.91 0.0000
C 3.08 -2.71 -4.65 0.0000
S 2.87 -2.19 -2.03 0.0001
H 3.56 -1.36 -1.19 0.0000
H 5.78 -1.96 -2.70 0.0000
H 6.86 -1.83 -4.96 0.0000
H 5.50 -2.26 -7.01 0.0000
H 3.08 -2.87 -6.80 0.0000
H 2.03 -2.99 -4.55 0.0000
O -2.58 3.25 -0.03 -0.0051
H -2.85 3.66 -0.87 0.0005
H -2.72 3.91 0.68 0.0003

57
Properties=species:S:1:pos:R:3:mulliken_charge:R:1 method="wB97M-V/def2-TZVPD" e_above_lowest_kcal_mol=68.8 total_energy_ha=-1755.035999 e_lumo_ev=0.0 smiles="CCOc1ccccc1/C=C/c1onc(C)c1S(=O)(=O)N1CCC(C(=O)NC)CC1" e_homo_ev=-8.09
C 2.27 2.27 2.08 -1.1805
C 2.24 1.98 0.59 -0.2149
O 2.39 0.60 0.30 -0.1889
C 3.63 0.07 0.13 0.7568
C 4.82 0.73 0.42 -0.7588
C 6.04 0.14 0.17 -0.7731
C 6.11 -1.12 -0.40 -0.7164
C 4.94 -1.78 -0.70 -0.5610
C 3.69 -1.23 -0.43 0.7030
C 2.50 -1.98 -0.78 -0.7599
C 1.32 -1.93 -0.14 -0.2940
C 0.18 -2.66 -0.59 0.2103
O 0.21 -3.34 -1.76 -0.1611
N -1.00 -3.92 -1.98 -0.8161
C -1.79 -3.62 -0.98 0.7019
C -3.19 -4.08 -0.91 -1.2938
C -1.09 -2.80 -0.05 0.0180
S -1.66 -2.17 1.50 1.3142
O -0.57 -2.18 2.44 -0.6889
O -2.86 -2.87 1.84 -0.7332
N -2.07 -0.59 1.25 0.0466
C -1.04 0.42 1.32 -0.7346
C -1.67 1.77 1.64 -1.3227
C -2.73 2.13 0.59 0.2113
C -2.08 2.46 -0.75 0.2804
O -0.88 2.43 -0.94 -0.6695
N -2.95 2.84 -1.71 -0.1986
C -2.54 3.21 -3.04 -0.9198
C -3.75 0.98 0.49 -1.3138
C -3.04 -0.35 0.21 -0.4702
H 1.52 1.68 2.59 0.2297
H 3.25 2.03 2.51 0.4340
H 2.07 3.33 2.26 0.3846
H 2.99 2.57 0.05 0.5028
H 1.25 2.23 0.18 0.0176
H 4.80 1.72 0.86 0.3305
H 6.95 0.67 0.42 0.4023
H 7.06 -1.58 -0.60 0.3812
H 4.97 -2.76 -1.15 0.4252
H 2.60 -2.65 -1.62 0.4790
H 1.17 -1.35 0.75 0.6065
H -3.28 -5.06 -1.38 0.4478
H -3.84 -3.39 -1.45 0.2431
H -3.51 -4.12 0.12 0.3550
H -0.36 0.11 2.11 0.7250
H -0.48 0.48 0.37 0.3677
H -0.90 2.54 1.65 0.2921
H -2.14 1.72 2.62 0.4870
H -3.26 3.03 0.92 0.4232
H -3.93 2.90 -1.49 0.2604
H -1.46 3.10 -3.09 0.2874
H -3.00 2.55 -3.78 0.3176
H -2.81 4.24 -3.26 0.3127
H -4.49 1.16 -0.29 0.4776
H -4.27 0.89 1.44 0.4653
H -3.75 -1.17 0.24 0.5433
H -2.56 -0.31 -0.78 0.3284

10
Properties=species:S:1:pos:R:3:mulliken_charge:R:1 method="wB97M-V/def2-TZVPD" e_above_lowest_kcal_mol=25.2 total_energy_ha=-450.316864 e_lumo_ev=4.3 charge=-1 e_homo_ev=-5.20
C 0.81 0.80 -0.19 0.4123
N 1.74 -0.20 0.29 -0.5886
N 1.47 -0.90 1.35 1.1960
O 2.11 -1.91 1.56 -0.7273
O 0.58 -0.36 2.14 -0.7195
O -0.07 1.41 0.64 -0.5397
O 0.94 1.10 -1.37 -0.6110
H -0.25 -1.05 -0.23 -0.0425
H 0.01 0.84 1.49 0.5125
H -0.90 -0.87 0.14 0.1078